Entry 1:
Here is an isolated molecule of C6H12O from the OMol25 dataset. Energies are from the ωB97M-V functional and the def2-TZVPD basis.

Positions of all 19 atoms, in Å:
O (-0.84, 0.47, 1.30)
C (0.59, -0.71, -0.16)
C (0.90, 0.79, -0.32)
C (-0.23, 1.46, 0.49)
C (0.90, 1.21, -1.78)
C (-0.28, -0.81, 1.10)
C (-1.42, -1.81, 0.98)
H (1.06, 2.29, -1.91)
H (-2.08, -1.51, 0.16)
H (1.68, 0.69, -2.34)
H (1.51, -1.31, -0.08)
H (-2.02, -1.84, 1.90)
H (0.16, 2.26, 1.14)
H (0.34, -1.08, 1.97)
H (1.87, 1.00, 0.14)
H (-1.04, 1.83, -0.13)
H (-1.06, -2.82, 0.78)
H (-0.07, 0.97, -2.22)
H (0.03, -1.08, -1.03)

Properties
ΔE to the lowest compared entry with this formula, charge and spin (kcal/mol): 9.9
SMILES string: C[C@H]1CO[C@@H](C)C1
Frontier orbital gap (eV): 10.511
Spin multiplicity: 1

natural (NBO) atomic charge list, values in e, 5 entries: -0.539 -0.423 -0.248 -0.060 -0.597

Entry 2:
Here is a cluster of 2 separate species, C6H12O in total from the OMol25 dataset. Energies are from the ωB97M-V functional and the def2-TZVPD basis.

Positions of all 19 atoms, in Å:
O (-3.35, 1.34, -4.37)
C (-1.79, -0.83, 1.99)
C (0.94, -0.56, 0.74)
C (2.64, 1.32, 0.47)
C (-1.30, -1.54, 0.95)
C (1.87, 0.16, -0.18)
C (0.12, -1.62, 0.54)
H (2.83, 1.02, 1.52)
H (-2.97, 1.77, -3.58)
H (1.08, -0.12, 1.75)
H (2.62, -0.45, -0.70)
H (-2.05, -2.25, 0.58)
H (0.36, -2.52, -0.03)
H (-3.71, 0.57, -3.91)
H (1.95, 2.16, 0.62)
H (-1.19, -0.18, 2.60)
H (-2.85, -0.63, 2.02)
H (3.51, 1.74, -0.02)
H (1.28, 0.62, -0.98)

Properties
ΔE to the lowest compared entry with this formula, charge and spin (kcal/mol): 79.3
SMILES string: C=C/C=C/CC.O
Frontier orbital gap (eV): 8.228
Spin multiplicity: 1

natural (NBO) atomic charge list, values in e, 5 entries: -0.924 -0.391 -0.121 -0.603 -0.222

Entry 3:
Here is a cluster of 2 separate species, C6H12O in total from the OMol25 dataset. Energies are from the ωB97M-V functional and the def2-TZVPD basis.

Positions of all 19 atoms, in Å:
O (0.78, 1.61, 0.44)
C (-0.64, 1.57, 0.59)
C (-0.89, 0.15, 1.28)
C (1.73, 0.27, -1.38)
C (1.10, 0.27, -0.01)
C (-0.89, -1.07, -0.87)
C (-0.25, -0.40, 0.07)
H (1.05, 0.69, -2.12)
H (1.79, -0.17, 0.73)
H (2.66, 0.84, -1.38)
H (-0.43, -1.28, -1.82)
H (-0.30, 0.12, 2.22)
H (1.96, -0.77, -1.67)
H (-0.81, -2.30, 0.78)
H (-1.09, 1.75, -0.42)
H (-0.90, -2.12, 1.50)
H (-1.93, -0.13, 1.50)
H (-1.94, -1.34, -0.73)
H (-1.00, 2.31, 1.27)

Properties
ΔE to the lowest compared entry with this formula, charge and spin (kcal/mol): 79.2
SMILES string: C=C1CCO[C@@H]1C.[H][H]
Frontier orbital gap (eV): 10.231
Spin multiplicity: 1

natural (NBO) atomic charge list, values in e, 5 entries: -0.529 -0.057 -0.479 -0.627 0.047

Entry 4:
Here is a structure of composition C6H12O from the OMol25 dataset. Energies are from the ωB97M-V functional and the def2-TZVPD basis.

Positions of all 19 atoms, in Å:
O (-0.24, -1.00, 1.13)
C (-1.47, -1.33, 0.59)
C (-0.96, 0.67, -0.68)
C (1.56, 0.82, -0.43)
C (-2.12, 0.02, 0.02)
C (2.38, -0.36, 0.04)
C (0.19, 0.62, 0.21)
H (2.04, 1.77, -0.15)
H (-1.40, -2.08, -0.21)
H (0.01, 1.11, 1.15)
H (3.37, -0.36, -0.40)
H (1.84, -1.28, -0.20)
H (-0.73, 1.79, -0.59)
H (-2.39, 0.60, 0.91)
H (-0.80, 0.33, -1.71)
H (1.50, 0.84, -1.53)
H (-3.01, -0.14, -0.61)
H (-2.22, -1.70, 1.32)
H (2.45, -0.33, 1.13)

Properties
ΔE to the lowest compared entry with this formula, charge and spin (kcal/mol): 66.5
Frontier orbital gap (eV): 9.909
Spin multiplicity: 1

natural (NBO) atomic charge list, values in e, 5 entries: -0.646 -0.055 -0.465 -0.459 -0.431

Entry 5:
Here is an isolated molecule of C6H12O from the OMol25 dataset. Energies are from the ωB97M-V functional and the def2-TZVPD basis.

Positions of all 19 atoms, in Å:
O (1.29, 0.32, 1.46)
C (-0.68, -1.48, 0.15)
C (0.17, 1.31, -0.39)
C (2.15, -0.23, -0.68)
C (-1.20, 1.04, 0.25)
C (1.29, 0.42, 0.10)
C (-1.72, -0.37, -0.09)
H (2.03, -0.24, 1.73)
H (-2.63, -0.57, 0.50)
H (-1.15, 1.18, 1.33)
H (-1.91, 1.80, -0.11)
H (0.28, -1.27, -0.36)
H (2.12, -0.10, -1.76)
H (-1.00, -2.43, -0.27)
H (0.49, 2.34, -0.20)
H (0.09, 1.19, -1.48)
H (-0.49, -1.60, 1.22)
H (2.88, -0.93, -0.28)
H (-2.03, -0.37, -1.14)

Properties
ΔE to the lowest compared entry with this formula, charge and spin (kcal/mol): 25.5
SMILES string: C=C(O)CCCC
Frontier orbital gap (eV): 9.448
Spin multiplicity: 1

natural (NBO) atomic charge list, values in e, 5 entries: -0.689 -0.640 -0.465 -0.576 -0.391

Entry 6:
Here is a structure of composition C6H12O2 from the OMol25 dataset. Energies are from the ωB97M-V functional and the def2-TZVPD basis.

Positions of all 20 atoms, in Å:
O (-1.04, -2.38, -0.61)
O (-0.15, 2.32, -0.24)
C (-1.14, 0.39, 1.35)
C (-0.27, 0.26, -2.14)
C (-0.02, 0.15, -0.87)
C (0.13, -1.72, -0.26)
C (1.42, 0.54, 1.15)
C (0.08, 0.47, 0.47)
H (-0.96, -0.27, 2.20)
H (1.57, -0.32, 1.81)
H (-2.01, 0.03, 0.81)
H (-1.33, 1.40, 1.71)
H (2.24, 0.58, 0.43)
H (0.34, -1.97, 0.77)
H (0.69, 2.68, -0.55)
H (-0.52, 1.23, -2.54)
H (-1.20, -2.29, -1.55)
H (1.44, 1.44, 1.75)
H (1.00, -1.96, -0.87)
H (-0.26, -0.60, -2.80)

Properties
ΔE to the lowest compared entry with this formula, charge and spin (kcal/mol): 133.7
Frontier orbital gap (alpha / beta) (eV): 8.544 / 8.543
Spin multiplicity: 1

natural (NBO) atomic charge list, values in e, 5 entries: -0.703 -0.990 -0.668 -0.430 0.089

Entry 7:
Here is an isolated molecule of C6H12O2 from the OMol25 dataset. Energies are from the ωB97M-V functional and the def2-TZVPD basis.

Positions of all 20 atoms, in Å:
O (0.00, -0.97, 2.04)
O (2.12, 0.43, 0.81)
C (1.37, 0.18, -0.28)
C (2.15, 0.28, -1.56)
C (-0.87, -0.08, -1.39)
C (-2.07, -0.01, 1.27)
C (0.04, 0.00, -0.19)
C (-0.56, 0.01, 1.19)
H (-2.47, -0.90, 0.78)
H (2.12, -0.66, -2.11)
H (-0.30, -0.04, -2.31)
H (0.06, -1.82, 1.57)
H (-1.44, -1.01, -1.38)
H (1.75, 1.06, -2.20)
H (3.18, 0.51, -1.32)
H (-2.38, -0.03, 2.32)
H (-1.59, 0.74, -1.39)
H (-2.50, 0.87, 0.80)
H (1.49, 0.46, 1.64)
H (-0.10, 0.97, 1.72)

Properties
ΔE to the lowest compared entry with this formula, charge and spin (kcal/mol): 36.1
SMILES string: C/C(O)=C(\C)[C@@H](C)O
Frontier orbital gap (eV): 9.054
Spin multiplicity: 1

natural (NBO) atomic charge list, values in e, 5 entries: -0.738 -0.685 0.378 -0.672 -0.625

Entry 8:
Here is a cluster of 2 separate species, C6H12O2 in total from the OMol25 dataset. Energies are from the ωB97M-V functional and the def2-TZVPD basis.

Positions of all 20 atoms, in Å:
O (-2.95, -1.10, -0.17)
O (1.88, 1.38, 1.62)
C (0.84, -0.73, -3.03)
C (0.63, 0.78, 1.69)
C (0.05, 0.13, 0.68)
C (-0.01, 1.20, 2.96)
C (0.33, -0.14, -1.75)
C (0.55, -0.56, -0.50)
H (-2.90, -1.61, 0.64)
H (0.25, -0.45, -3.91)
H (-1.00, -0.11, 0.83)
H (-2.38, -1.48, -0.85)
H (-1.09, 0.98, 3.01)
H (1.03, -1.54, -0.55)
H (-0.24, 0.78, -1.93)
H (1.87, -0.46, -3.26)
H (2.06, 1.60, 0.70)
H (0.70, -1.81, -2.95)
H (-0.16, 2.29, 2.96)
H (0.53, 0.85, 3.83)

Properties
ΔE to the lowest compared entry with this formula, charge and spin (kcal/mol): 57.2
SMILES string: C/C=C/C=C(/C)O.O
Frontier orbital gap (eV): 9.392
Spin multiplicity: 1

natural (NBO) atomic charge list, values in e, 5 entries: -0.947 -0.700 -0.657 0.353 -0.368

Entry 9:
Here is an isolated molecule of C6H12O2 from the OMol25 dataset. Energies are from the ωB97M-V functional and the def2-TZVPD basis.

Positions of all 20 atoms, in Å:
O (-1.60, 0.49, -0.45)
O (2.83, -0.31, -0.47)
C (0.78, 1.82, 0.08)
C (-0.86, -1.78, 0.00)
C (1.85, -0.45, 0.56)
C (0.62, 0.34, 0.20)
C (-0.53, -0.25, -0.08)
C (-2.90, 0.31, 0.14)
H (2.50, -0.82, -1.19)
H (-0.03, -2.45, 0.15)
H (-1.54, -1.95, 0.80)
H (2.22, -0.01, 1.47)
H (-0.11, 2.27, -0.34)
H (-3.27, -0.69, -0.05)
H (1.66, -1.50, 0.77)
H (1.63, 2.00, -0.62)
H (-2.84, 0.51, 1.21)
H (-1.42, -2.04, -0.92)
H (1.05, 2.30, 1.03)
H (-3.50, 1.06, -0.38)

Properties
ΔE to the lowest compared entry with this formula, charge and spin (kcal/mol): 48.7
SMILES string: CO/C(C)=C(\C)CO
Frontier orbital gap (eV): 9.281
Spin multiplicity: 1

natural (NBO) atomic charge list, values in e, 5 entries: -0.543 -0.715 -0.643 -0.677 -0.084

Entry 10:
Here is an isolated molecule of C6H12O2 from the OMol25 dataset. Energies are from the ωB97M-V functional and the def2-TZVPD basis.

Positions of all 20 atoms, in Å:
O (-3.38, 0.52, -0.20)
O (-2.86, -1.51, 0.55)
C (1.64, -0.57, 0.46)
C (-0.45, 0.75, -0.26)
C (-1.27, -0.40, -0.86)
C (-2.59, -0.55, -0.12)
C (2.72, 0.21, -0.27)
C (0.45, 0.30, 0.90)
H (-4.09, 0.50, 0.44)
H (-0.11, -0.25, 1.67)
H (-0.84, -1.40, -0.76)
H (1.99, -1.12, 1.33)
H (3.55, -0.36, -0.69)
H (-1.19, 1.47, 0.08)
H (2.31, 0.78, -1.10)
H (-1.48, -0.25, -1.92)
H (0.25, 1.19, -0.97)
H (3.20, 0.90, 0.43)
H (1.25, -1.34, -0.22)
H (0.91, 1.11, 1.49)

Properties
ΔE to the lowest compared entry with this formula, charge and spin (kcal/mol): 7.7
SMILES string: CCCCCC(=O)O
Frontier orbital gap (eV): 11.101
Spin multiplicity: 1

natural (NBO) atomic charge list, values in e, 5 entries: -0.693 -0.596 -0.398 -0.405 -0.512

Entry 11:
Here is a cluster of 2 separate species, C6H12O2 in total from the OMol25 dataset. Energies are from the ωB97M-V functional and the def2-TZVPD basis.

Positions of all 20 atoms, in Å:
O (2.18, 1.03, 1.49)
O (0.01, -0.29, 3.56)
C (1.83, 0.67, -0.84)
C (0.72, 0.57, -1.85)
C (-0.99, -0.62, -0.34)
C (-0.50, -0.41, -1.55)
C (-2.44, -0.92, -0.04)
C (1.49, 1.25, 0.52)
H (0.17, 1.47, -2.23)
H (2.80, 1.08, -1.10)
H (-1.11, -0.57, -2.43)
H (0.36, 1.34, 0.83)
H (-2.59, -2.00, 0.12)
H (-0.35, -0.47, 0.56)
H (2.20, -0.35, -0.58)
H (0.73, 0.34, 3.46)
H (0.24, -1.03, 2.98)
H (1.22, 0.21, -2.77)
H (-3.23, -0.67, -0.75)
H (-2.74, -0.65, 0.98)

Properties
ΔE to the lowest compared entry with this formula, charge and spin (kcal/mol): 68.6
SMILES string: C/C=C/CCC=O.O
Frontier orbital gap (eV): 9.858
Spin multiplicity: 1

natural (NBO) atomic charge list, values in e, 5 entries: -0.548 -0.947 -0.544 -0.435 -0.191

Entry 12:
Here is a cluster of 2 separate species, C6H12O2 in total from the OMol25 dataset. Energies are from the ωB97M-V functional and the def2-TZVPD basis.

Positions of all 20 atoms, in Å:
O (0.61, -3.16, 1.05)
O (-1.86, 0.62, 3.96)
C (0.90, -2.09, 0.56)
C (-0.04, 0.19, 0.00)
C (0.75, 1.53, -1.99)
C (0.44, 2.62, -3.00)
C (-0.26, 1.08, -1.24)
C (-0.13, -1.35, -0.25)
H (0.98, 0.41, 0.39)
H (-1.23, -0.10, 4.00)
H (-1.40, 1.47, 4.01)
H (-1.31, 1.22, -1.48)
H (-0.72, 0.56, 0.83)
H (-1.11, -1.76, 0.12)
H (-0.49, 3.13, -2.78)
H (-0.15, -1.85, -1.23)
H (1.92, -1.72, 0.55)
H (1.21, 3.41, -2.89)
H (0.37, 2.28, -4.00)
H (1.79, 1.26, -1.90)

Properties
ΔE to the lowest compared entry with this formula, charge and spin (kcal/mol): 56.4
SMILES string: C/C=C/CCC=O.O
Frontier orbital gap (eV): 9.987
Spin multiplicity: 1

natural (NBO) atomic charge list, values in e, 5 entries: -0.521 -0.948 0.438 -0.441 -0.185